The following is a DFT calculation (ωB97M-V with the def2-TZVPD basis set) of a structure of composition C2H3OPS.

Energy above the lowest of the compared OMol25 structures with the same formula, charge and spin ... 30.1 kcal/mol
Lowest unoccupied orbital energy ... -1.88 eV
Charge ... 0
Orbital gap ... 6.38 eV
E ... -24292.0313 eV

CARTESIAN COORDINATES (ANGSTROEM)
C 0.222 0.320 0.327
C -0.895 0.114 -0.348
O -5.545 0.087 0.333
P -4.359 -0.644 -0.129
S -2.239 1.209 -0.214
H 1.042 -0.464 0.180
H 0.258 1.127 0.930
H -1.132 -0.783 -0.979

Results of the natural (NBO) charge analysis, in e, for atoms 1 through 5: C -0.41; C -0.38; O -0.94; P 1.33; S -0.21